A cluster of 4 separate species, C48H109OP3 in total in a non-equilibrium geometry. Source: OMol25; level of theory: ωB97M-V/def2-TZVPD.

```
! wB97M-V def2-TZVPD RIJCOSX def2/J DEFGRID3
* xyz 2 1
H 3.44 2.99 11.83
C 5.08 7.59 2.38
H 0.96 -3.39 15.45
C 0.62 0.38 12.43
H 4.42 11.83 6.04
H 4.18 10.11 3.07
C 1.50 -2.72 14.78
H 1.98 4.06 13.59
C -2.34 9.24 5.73
H 5.32 3.50 15.21
P 3.08 10.00 5.24
H 3.07 8.16 6.65
H 1.85 -3.38 13.98
H 2.00 -1.29 12.46
C 1.36 9.85 4.64
H 0.00 -0.17 11.72
O 1.67 6.56 5.37
H 8.14 5.51 6.12
C 3.20 14.90 5.86
C 4.44 3.77 14.63
H 5.04 -2.07 10.05
C 1.56 3.44 6.64
H 0.69 7.24 8.49
H 3.13 1.13 7.10
C 3.96 -2.02 9.97
C 0.20 9.65 5.70
H 1.44 9.00 3.96
H -0.95 7.96 4.98
P 2.73 3.39 5.28
C 3.20 2.91 14.96
H 3.43 -2.38 10.86
H 1.01 3.62 3.54
H 3.49 -0.91 4.00
H -0.39 2.46 4.75
H 4.20 -0.02 9.04
H 2.45 -2.45 15.25
H 4.27 4.69 7.85
C 2.65 13.89 6.84
H 2.58 -0.91 6.29
H 1.40 2.52 13.91
C 3.82 0.84 6.31
C 2.88 2.25 12.41
H 3.06 7.81 3.13
C 3.18 1.60 5.07
H 6.55 5.14 8.02
H 5.24 7.84 0.25
H 3.52 12.14 4.53
H 3.85 -0.01 10.67
H 4.85 1.14 6.51
H 3.58 1.45 12.65
H 2.04 5.00 3.42
H 3.42 13.66 7.57
H 0.01 4.85 8.78
H 3.34 15.89 6.29
H 3.92 1.64 4.26
H 1.84 -0.86 8.63
H 6.12 7.86 2.55
C 3.58 -0.54 9.76
P 1.40 1.74 11.41
H 2.79 2.30 2.28
H 2.57 9.45 7.55
H -0.02 10.62 6.15
C 0.42 5.39 9.64
H 5.53 8.81 6.74
H 2.10 4.15 10.30
H 1.83 11.96 6.99
H 0.83 1.31 9.25
C 4.88 4.41 7.00
C 2.26 12.56 6.19
H 1.27 4.46 6.87
H 2.12 6.30 8.63
H 1.47 -1.04 10.17
C 4.11 -1.26 4.82
C 4.81 8.78 8.82
H 3.90 3.72 2.42
H 7.70 3.87 6.32
H -1.51 2.06 6.00
H 0.57 9.03 6.51
C 7.28 4.85 6.07
C 6.14 5.30 7.02
H 4.79 3.49 13.63
H 1.53 7.01 10.10
H 5.23 10.36 7.44
C 1.18 4.50 10.76
C 4.81 9.36 7.35
C 3.44 11.77 5.56
H 3.89 5.41 5.33
C 2.86 3.38 2.35
H 1.14 10.59 3.87
H -0.04 2.43 7.73
C 3.65 -0.73 6.20
H 2.55 4.89 0.80
C -1.01 9.04 5.02
C 1.21 6.56 9.16
H -0.51 5.79 10.04
C 4.23 9.44 3.93
H -3.19 8.93 5.12
H 1.57 5.08 11.61
H 3.78 3.12 -0.42
H 3.61 7.92 0.80
H 2.80 3.26 15.91
C 1.77 1.14 9.77
H -0.07 0.86 13.11
H 5.84 8.71 9.16
H -0.10 3.50 12.14
H 5.79 6.32 6.84
C 0.41 2.41 6.74
H 0.32 -0.95 14.99
H 4.15 14.60 5.42
H -2.50 8.65 6.63
C 2.11 -0.38 9.58
H 1.23 3.85 1.21
H 0.75 6.83 5.54
C 2.06 3.92 3.56
C 3.36 9.19 6.84
H 2.39 1.02 4.60
H 2.97 9.45 9.86
H 4.44 7.76 8.86
C 0.40 3.26 11.21
C 2.72 2.98 -0.19
H 2.49 1.87 9.41
H 3.73 -2.70 9.15
H -2.53 10.22 6.17
C 4.08 8.00 3.47
C 1.58 -0.63 13.22
C 4.62 8.21 1.07
H -1.01 4.75 6.69
C 2.30 3.86 1.05
H -0.60 4.79 5.01
H 5.27 9.51 4.25
H 2.19 3.26 7.51
H 5.11 -0.84 4.67
H 4.08 -2.35 4.89
H 4.29 10.56 9.97
C -0.67 2.73 5.77
H 0.68 1.37 6.56
H 4.99 6.51 2.33
H 4.24 -1.30 6.91
H -2.26 4.24 5.68
H 6.94 4.68 5.05
H 4.66 9.29 1.13
H 3.52 1.89 15.22
H 5.29 3.41 7.16
C 4.25 4.41 5.58
H 2.14 3.32 -1.04
H 4.33 9.35 10.95
C -1.17 4.23 5.75
H -0.33 3.09 10.41
H 2.37 1.97 -0.01
H 2.49 14.98 5.03
H 1.80 14.29 7.40
H 1.43 12.65 5.50
H 4.29 4.85 14.64
H 4.90 4.05 4.79
H 4.29 7.43 4.37
C 4.06 9.49 9.90
H 2.41 -0.26 13.82
H -0.10 -1.86 13.59
C 2.34 3.04 13.71
H -1.03 9.33 3.97
C 0.75 -1.54 14.18
*
```

HOMO level   -11.334 eV
Relative energy (zero: lowest compared OMol25 entry of this formula, charge and spin)   407.8 kJ/mol
LUMO   -0.13339 hartree
E_tot   -81443.6646 eV
Kohn-Sham gap   7.70 eV